The following is a quantum chemistry calculation of an isolated molecule of C5H8, from the OMol25 dataset.

Last column: natural (NBO) charge in e.
Cartesian coordinates (Å):
C: 1.920186 -0.043818 0.044189  -0.615
C: 0.531792 -0.625087 -0.042367  -0.405
C: -0.424994 0.537582 0.013825  -0.466
C: -1.813613 0.064797 -0.163775  -0.006
C: -2.957951 -0.246487 0.123761  -0.269
H: 2.758026 -0.724183 -0.294617  0.219
H: 2.101221 0.930146 -0.581060  0.206
H: 2.087399 0.341684 1.145613  0.208
H: 0.240148 -1.214836 0.814032  0.214
H: 0.311412 -1.089511 -0.975570  0.212
H: -0.286040 1.195603 -0.902379  0.218
H: -0.394190 1.258176 0.800573  0.235
H: -4.073401 -0.384068 0.017780  0.249

Force components x, y, z for each atom (eV/Å):
2.3 1.6 0.8
0.1 1.8 0.6
-1.7 0.9 -3.3
-1.3 0.0 2.0
-1.0 0.2 -1.5
-0.9 0.5 0.8
-0.8 -1.8 0.8
0.0 -1.0 -2.0
0.5 -0.8 0.0
0.1 -0.9 -0.5
0.3 -0.6 0.8
0.3 0.0 1.1
2.1 0.0 0.4

Calculated values
Energy relative to the best compared isomer or geometry (same formula, charge and spin) = 2.158 eV
Spin multiplicity = 1
E = -195.21273 hartree
HOMO-LUMO gap = 0.40207 hartree

The following is a quantum chemistry calculation of a cluster of 2 separate species, C5H8 in total, from the OMol25 dataset.

Last column: natural (NBO) charge in e.
Cartesian coordinates (Å):
C: -0.341680 -0.629578 1.043597  -0.452
C: -1.076738 -0.234023 -0.295265  -0.452
C: -0.626973 1.206708 -0.408855  -0.118
C: 0.564711 1.395030 0.214236  -0.152
C: 0.856096 0.290038 0.946768  -0.112
H: -0.037080 -1.681825 1.100715  0.213
H: -1.004006 -0.432107 1.896603  0.227
H: -0.726233 -0.885367 -1.107595  0.229
H: -2.170016 -0.315850 -0.258313  0.214
H: -1.293040 1.988718 -0.771271  0.204
H: 1.873451 -0.009071 -1.670753  0.006
H: 2.129076 -0.657552 -1.933654  -0.012
H: 1.852435 -0.035120 1.243787  0.205

Force components x, y, z for each atom (eV/Å):
0.0 -0.1 -0.1
-0.1 0.0 0.1
-0.2 0.1 -0.1
-0.2 -0.2 0.0
0.2 -0.1 0.1
0.0 0.2 0.0
0.1 0.0 -0.1
0.0 0.1 0.1
0.2 0.0 0.0
0.1 -0.1 0.0
0.0 -0.1 0.0
0.0 0.0 0.0
-0.2 0.1 0.0

Calculated values
Energy relative to the best compared isomer or geometry (same formula, charge and spin) = 4.396 eV
Spin multiplicity = 1
E = -195.13046 hartree
HOMO-LUMO gap (alpha / beta) = 0.29970 / 0.27145 hartree

The following is a quantum chemistry calculation of an isolated molecule of C5H8, from the OMol25 dataset.

Last column: natural (NBO) charge in e.
Cartesian coordinates (Å):
C: 1.963092 -0.025652 -0.045034  -0.616
C: 0.503159 -0.488829 0.061457  -0.382
C: -0.504465 0.677100 0.027804  -0.477
C: -1.888582 0.161529 -0.000547  0.000
C: -3.033783 -0.244979 -0.046067  -0.254
H: 2.637946 -0.910971 -0.141017  0.214
H: 2.152593 0.508100 -0.985579  0.204
H: 2.338100 0.609559 0.769102  0.209
H: 0.320554 -1.023895 1.019368  0.203
H: 0.260872 -1.233634 -0.688365  0.210
H: -0.394287 1.303509 -0.852794  0.228
H: -0.344384 1.301597 0.910162  0.229
H: -4.010817 -0.633437 -0.028493  0.231

Force components x, y, z for each atom (eV/Å):
0.6 -0.8 -0.7
0.1 0.2 1.0
-0.4 -0.7 0.0
-1.4 -0.2 0.1
2.2 0.7 0.2
-0.5 0.6 0.4
-0.3 0.1 0.2
-0.4 -0.2 -0.1
0.3 0.3 -0.4
0.1 0.1 -0.4
0.3 0.1 -0.1
-0.1 0.0 -0.1
-0.5 -0.1 -0.1

Calculated values
Energy relative to the best compared isomer or geometry (same formula, charge and spin) = 1.366 eV
Spin multiplicity = 1
E = -195.24182 hartree
HOMO-LUMO gap = 0.40470 hartree

What is the spin multiplicity in the third record?
1